The following is a quantum chemistry calculation of a cluster of 8 separate species, C44H105ClN3O18P2S in total, from the OMol25 dataset.

```
174
C44H105ClN3O18P2S, DFT ωB97M-V/def2-TZVPD
C 0.829 -0.382 3.901
C 1.394 -0.406 2.474
C 1.826 0.954 1.888
C 1.081 2.213 2.349
C -0.452 2.232 2.247
C -1.004 1.839 0.861
C -1.796 0.530 0.846
C -3.276 0.596 1.334
S -3.742 2.182 2.130
N -3.456 -0.379 2.460
C -4.438 -1.252 2.144
N -4.879 -2.156 3.018
P -4.293 -2.198 4.674
O -5.083 -3.573 4.986
Cl -2.398 -2.916 4.275
N -4.900 -1.136 0.907
C -5.218 -2.326 0.120
P -3.848 -3.467 -0.202
O -3.961 -4.167 -1.478
O -2.559 -2.524 -0.102
O -3.870 -4.350 1.123
C -4.254 0.030 0.241
C -5.356 0.907 -0.379
C -4.717 2.068 -1.174
C -6.522 1.308 0.561
C -7.892 0.783 0.100
C -8.335 -0.515 0.795
H -0.264 -0.408 3.907
H 1.141 -1.272 4.448
H 1.145 0.499 4.457
H 0.713 -0.917 1.790
H 2.291 -1.030 2.492
H 1.775 0.920 0.797
H 2.877 1.100 2.145
H 1.374 2.481 3.365
H 1.438 3.032 1.716
H -0.788 3.241 2.491
H -0.896 1.591 3.015
H -1.656 2.636 0.497
H -0.198 1.772 0.129
H -1.256 -0.200 1.452
H -1.790 0.119 -0.164
H -4.535 2.680 1.187
H -2.612 -0.858 2.767
H -5.567 -2.824 2.698
H -5.434 -3.574 5.890
H -5.565 -1.993 -0.858
H -6.029 -2.898 0.574
H -1.852 -2.882 -0.668
H -3.120 -4.964 1.184
H -3.722 -0.379 -0.620
H -5.802 0.265 -1.147
H -3.793 2.434 -0.726
H -5.412 2.902 -1.262
H -4.472 1.746 -2.188
H -6.563 2.398 0.609
H -6.317 0.986 1.585
H -7.886 0.660 -0.984
H -8.632 1.553 0.316
H -7.488 -1.043 1.238
H -9.058 -0.311 1.583
H -8.821 -1.198 0.097
C 2.559 -5.973 6.052
O 1.260 -5.405 6.118
C 0.799 -4.892 4.886
C -0.228 -5.802 4.255
O 0.344 -7.015 3.812
C 0.091 -8.117 4.666
H 2.762 -6.431 7.018
H 2.629 -6.732 5.270
H 3.309 -5.201 5.860
H 1.629 -4.730 4.189
H 0.333 -3.920 5.092
H -0.662 -5.304 3.378
H -1.036 -5.990 4.970
H -0.971 -8.385 4.656
H 0.398 -7.907 5.693
H 0.668 -8.957 4.285
C 5.752 -3.830 1.464
O 6.650 -4.915 1.540
C 6.970 -5.294 2.868
C 6.229 -6.541 3.278
O 4.835 -6.298 3.383
C 4.085 -6.812 2.299
H 5.496 -3.697 0.414
H 4.839 -4.021 2.035
H 6.215 -2.909 1.832
H 6.738 -4.482 3.565
H 8.046 -5.484 2.913
H 6.589 -6.862 4.260
H 6.427 -7.346 2.564
H 4.095 -7.907 2.299
H 4.467 -6.453 1.339
H 3.057 -6.477 2.428
C -2.453 -2.773 -3.969
O -1.412 -1.874 -3.610
C -0.714 -1.328 -4.720
C -1.131 0.102 -4.969
O -2.480 0.183 -5.403
C -3.375 0.611 -4.402
H -2.983 -3.016 -3.055
H -3.145 -2.326 -4.688
H -2.046 -3.698 -4.389
H -0.890 -1.931 -5.614
H 0.357 -1.354 -4.496
H -0.501 0.530 -5.754
H -0.989 0.695 -4.060
H -3.192 1.658 -4.129
H -3.301 -0.013 -3.503
H -4.382 0.529 -4.811
C 8.142 3.277 3.547
O 8.422 1.915 3.806
C 7.390 1.238 4.504
C 6.595 0.343 3.586
O 5.822 1.083 2.652
C 6.375 1.105 1.349
H 8.945 3.657 2.919
H 7.189 3.399 3.024
H 8.117 3.857 4.476
H 6.727 1.952 5.003
H 7.862 0.620 5.274
H 5.903 -0.256 4.187
H 7.271 -0.341 3.063
H 6.347 0.111 0.890
H 7.407 1.463 1.356
H 5.767 1.782 0.751
C -2.232 5.285 -7.300
O -3.644 5.350 -7.297
C -4.218 5.256 -8.594
C -4.805 3.886 -8.840
O -3.799 2.890 -8.924
C -3.684 2.104 -7.756
H -1.908 5.257 -6.261
H -1.870 4.390 -7.813
H -1.797 6.169 -7.778
H -3.473 5.488 -9.361
H -5.015 6.004 -8.656
H -5.342 3.895 -9.793
H -5.520 3.645 -8.047
H -4.575 1.481 -7.614
H -3.536 2.725 -6.866
H -2.823 1.451 -7.877
C 12.717 -2.197 6.885
O 12.043 -3.328 6.366
C 10.821 -3.616 7.019
C 9.632 -3.183 6.192
O 9.550 -1.772 6.087
C 9.993 -1.266 4.841
H 13.575 -2.011 6.242
H 12.075 -1.313 6.892
H 13.075 -2.387 7.903
H 10.783 -3.131 8.000
H 10.772 -4.699 7.173
H 8.714 -3.535 6.673
H 9.693 -3.638 5.197
H 9.311 -1.569 4.038
H 11.003 -1.607 4.600
H 9.991 -0.180 4.911
C -8.080 11.245 -10.043
O -6.791 11.619 -9.597
C -6.426 11.044 -8.355
C -5.457 9.898 -8.532
O -6.069 8.786 -9.168
C -5.714 8.660 -10.532
H -8.204 11.653 -11.045
H -8.194 10.158 -10.082
H -8.857 11.662 -9.395
H -7.314 10.696 -7.816
H -5.947 11.824 -7.755
H -5.111 9.568 -7.548
H -4.587 10.235 -9.104
H -4.654 8.401 -10.633
H -5.911 9.580 -11.087
H -6.312 7.855 -10.955
```

Computed properties:
calculated total energy = -130581.68925 eV
HOMO level = -10.23 eV
total charge = +1